# 1
36
Properties=species:S:1:pos:R:3:forces:R:3:mulliken_charge:R:1 method="wB97M-V/def2-TZVPD" lumo_energy_ev=-1.1 relative_energy_kj_mol=259.8
N -1.315 -2.682 -1.845 -0.07 -0.17 -0.28 -0.5338
C -1.100 -2.110 -0.875 -0.14 -0.32 -0.49 -0.1874
C -0.819 -1.396 0.308 -0.06 0.51 0.94 0.6496
C -1.703 -0.558 0.868 0.50 -0.58 -0.09 -0.1210
C -3.034 -0.301 0.321 -0.26 0.39 -0.18 0.4550
C -3.941 -1.336 0.108 0.06 0.15 0.06 -0.4601
C -5.206 -1.076 -0.387 -0.04 0.08 -0.02 -0.6310
C -5.599 0.223 -0.678 0.09 -0.14 0.04 -0.4868
C -4.714 1.265 -0.489 0.27 0.21 0.07 -0.5391
C -3.438 1.003 0.000 -0.95 -1.14 -0.17 -0.0458
N -2.514 2.093 0.119 0.35 0.66 0.05 0.9363
O -2.948 3.219 0.028 -0.02 0.20 0.00 -0.6067
O -1.337 1.827 0.295 0.21 0.18 0.00 -0.5656
H -4.979 2.284 -0.727 -0.02 0.01 -0.01 0.4739
H -6.588 0.419 -1.062 -0.08 0.03 -0.04 0.3931
H -5.891 -1.894 -0.547 -0.06 -0.08 -0.01 0.3993
H -3.644 -2.346 0.345 0.03 -0.08 0.03 0.5360
H -1.432 -0.032 1.774 0.10 -0.06 -0.02 0.6557
C 0.561 -1.584 0.894 -0.36 0.19 0.12 0.1661
O 1.029 -2.672 1.140 0.08 -0.26 -0.14 -0.6223
N 1.171 -0.406 1.129 0.14 0.38 0.15 -0.0167
H 0.742 0.451 0.810 -0.05 -0.17 -0.08 0.2230
C 2.539 -0.327 1.606 0.12 -0.09 0.10 -1.2226
C 3.467 0.137 0.514 0.02 0.05 0.08 0.7048
C 4.126 1.355 0.600 -0.05 -0.11 0.06 -0.4882
C 4.959 1.774 -0.424 0.09 0.08 -0.08 -0.5248
C 5.131 0.982 -1.546 0.07 0.09 -0.02 -0.4057
C 4.471 -0.233 -1.641 -0.04 -0.08 -0.03 -0.6032
C 3.644 -0.653 -0.616 0.02 0.01 0.01 -0.1939
H 3.131 -1.602 -0.684 -0.06 -0.12 -0.01 0.4113
H 4.603 -0.854 -2.514 0.01 -0.05 -0.07 0.3869
H 5.778 1.310 -2.346 0.05 0.03 -0.06 0.3742
H 5.471 2.721 -0.347 0.04 0.08 0.00 0.3687
H 3.992 1.977 1.474 -0.03 0.06 0.10 0.3123
H 2.579 0.355 2.461 0.06 -0.11 -0.05 0.4226
H 2.809 -1.335 1.934 -0.04 0.19 0.04 0.3857

=====

# 2
39
Properties=species:S:1:pos:R:3:forces:R:3:mulliken_charge:R:1 method="wB97M-V/def2-TZVPD" total_charge=+3 lumo_energy_ev=-12.3
V -0.988 0.074 -1.115 0.07 -0.54 -0.40 0.4406
N -3.630 2.697 -2.316 0.00 -0.06 -0.05 -0.1988
C -2.698 1.947 -1.836 -0.10 0.17 -0.09 0.8985
S -1.214 2.403 -1.140 0.10 0.05 0.08 -0.2580
N -2.780 0.534 -2.031 -0.11 0.23 -0.21 -0.8131
N -2.867 -0.181 -0.936 0.09 -0.14 0.35 0.6597
C -3.464 -1.077 -0.249 -0.11 0.00 -0.04 -0.3797
C -2.525 -1.740 0.643 0.00 -0.09 0.09 0.6623
C -2.871 -2.701 1.560 -0.06 0.04 -0.07 -0.8424
C -1.858 -3.258 2.352 0.09 0.00 0.02 -0.2876
C -0.562 -2.821 2.178 -0.06 -0.03 0.01 -0.9435
C -0.286 -1.843 1.220 0.03 -0.03 -0.01 0.1164
N -1.237 -1.302 0.460 0.04 0.12 0.04 0.2906
H -3.563 3.712 -2.295 0.02 0.00 0.00 0.2988
H -4.435 2.293 -2.791 -0.01 -0.01 0.02 0.2989
H -4.530 -1.285 -0.321 0.00 0.02 0.00 0.5239
H -3.900 -3.022 1.659 0.00 0.00 0.00 0.4829
H -2.095 -4.018 3.086 0.00 0.00 0.00 0.4857
H 0.250 -3.223 2.769 0.00 0.00 0.00 0.4538
H 0.727 -1.495 1.071 -0.01 0.02 -0.01 0.4669
O 1.239 -1.931 -3.555 0.04 0.00 0.00 -0.2544
C 1.024 -1.193 -2.702 -0.05 0.11 -0.02 0.3405
O -0.469 -0.847 -2.380 -0.01 0.12 0.31 -0.6446
C 1.800 -0.405 -1.720 0.07 -0.01 -0.02 0.8098
C 3.178 -0.359 -1.825 -0.02 0.02 0.02 -0.9224
C 3.858 0.394 -0.886 0.00 0.01 0.02 -0.5303
C 3.158 1.038 0.143 -0.06 -0.04 -0.08 0.8170
C 3.822 1.799 1.139 0.01 0.03 0.04 -0.9014
C 3.113 2.389 2.142 0.04 -0.01 -0.01 -0.6924
C 1.707 2.234 2.205 -0.02 -0.01 -0.01 -0.8930
C 1.030 1.515 1.258 -0.04 0.00 -0.01 -0.2613
C 1.734 0.916 0.194 0.07 0.04 0.04 0.4002
N 1.075 0.211 -0.775 -0.01 -0.04 -0.04 0.5483
H 3.682 -0.891 -2.620 0.00 0.00 0.00 0.5360
H 4.938 0.477 -0.934 0.00 0.01 0.00 0.5278
H 4.899 1.897 1.087 0.00 0.00 0.00 0.4559
H 3.618 2.969 2.902 0.00 0.00 0.00 0.4548
H 1.165 2.693 3.021 -0.01 0.00 0.00 0.4734
H -0.046 1.398 1.339 0.00 0.01 0.01 0.3805